The following is a quantum chemistry calculation of a 3-piece molecular cluster, C37H67F5N5O9P2 overall, from the OMol25 dataset.

Atoms and positions in Å:
C  0.295  1.989  3.420
C  0.104  1.338  2.170
C  -0.040  0.539  0.700
C  -1.500  0.883  0.047
C  -2.724  1.125  1.123
C  -3.227  -0.227  1.906
P  -4.802  -1.040  1.202
O  -5.768  -1.340  2.458
O  -4.403  -2.514  0.307
C  -3.787  -3.453  1.259
C  -4.881  -4.707  1.428
O  -5.735  -0.055  0.113
C  -6.585  -0.903  -0.763
C  -7.663  0.050  -1.577
C  1.089  1.277  -0.243
N  1.605  0.455  -1.403
C  2.689  1.169  -2.184
F  4.072  0.971  -1.606
F  2.531  2.673  -2.187
C  2.760  0.768  -3.787
F  3.783  -0.299  -4.083
F  3.309  1.996  -4.479
F  1.444  0.520  -4.418
C  2.045  -0.869  -0.778
O  2.845  -1.734  -1.646
N  4.059  -2.010  -1.139
O  4.350  -3.198  -1.273
C  0.780  -1.656  -0.059
N  -0.344  -2.045  -0.957
C  -0.120  -3.088  -1.792
C  0.399  -2.853  -3.366
C  -0.426  -4.698  -1.448
P  1.632  -3.151  0.862
C  0.354  -3.723  2.160
O  3.010  -2.569  1.791
O  0.210  -0.856  1.033
H  0.790  2.339  4.444
H  -1.909  0.048  -0.701
H  -1.479  1.874  -0.620
H  -2.547  2.060  1.845
H  -3.653  1.468  0.454
H  -2.370  -1.025  1.851
H  -3.402  0.022  3.041
H  -3.508  -2.993  2.299
H  -2.819  -3.875  0.750
H  -4.963  -5.189  0.354
H  -5.923  -4.186  1.684
H  -4.539  -5.464  2.255
H  -5.957  -1.495  -1.583
H  -7.155  -1.647  -0.025
H  -7.189  1.053  -1.949
H  -7.972  -0.567  -2.541
H  -8.601  0.226  -0.887
H  2.024  1.475  0.468
H  0.647  2.322  -0.523
H  0.747  0.210  -1.985
H  2.762  -0.552  0.124
H  1.312  -3.566  -3.525
H  -0.454  -3.145  -4.111
H  0.735  -1.734  -3.434
H  -0.337  -4.937  -0.298
H  -1.431  -5.076  -1.927
H  0.467  -5.299  -1.963
H  -0.675  -4.090  1.685
H  0.767  -4.560  2.901
H  0.060  -2.808  2.863
H  2.792  -2.812  2.758
C  -4.873  -2.037  7.750
C  -4.446  -2.575  6.355
C  -4.928  -4.043  6.194
C  -4.106  -5.041  7.005
C  -2.616  -4.891  6.712
C  -2.100  -3.439  6.887
N  -2.961  -2.429  6.184
O  -2.683  -2.523  4.807
C  -2.006  -3.093  8.397
C  -0.608  -3.388  6.421
C  -5.258  -1.681  5.359
H  -4.287  -1.155  8.032
H  -5.926  -1.730  7.760
H  -4.790  -2.780  8.544
H  -4.882  -4.336  5.136
H  -5.982  -4.128  6.486
H  -4.298  -4.917  8.075
H  -4.425  -6.061  6.757
H  -2.056  -5.573  7.364
H  -2.430  -5.233  5.685
H  -1.742  -2.039  8.545
H  -1.229  -3.693  8.891
H  -2.918  -3.298  8.955
H  -0.475  -3.712  5.382
H  0.016  -4.055  7.029
H  -0.197  -2.376  6.520
H  -4.957  -0.630  5.440
H  -6.332  -1.733  5.573
H  -5.144  -1.995  4.317
C  7.422  5.445  -7.662
C  7.174  6.425  -6.481
C  7.191  5.639  -5.141
C  5.935  4.802  -4.915
C  4.675  5.649  -5.067
C  4.619  6.428  -6.408
N  5.890  7.173  -6.699
O  5.915  8.308  -5.867
C  4.301  5.451  -7.571
C  3.365  7.363  -6.380
C  8.429  7.359  -6.516
H  7.097  5.880  -8.614
H  8.487  5.207  -7.773
H  6.931  4.479  -7.533
H  7.294  6.339  -4.300
H  8.069  4.983  -5.099
H  5.909  3.954  -5.607
H  5.962  4.369  -3.908
H  3.796  5.000  -4.970
H  4.628  6.351  -4.224
H  4.357  5.960  -8.540
H  3.284  5.046  -7.477
H  4.950  4.579  -7.605
H  3.374  8.064  -5.538
H  2.442  6.778  -6.278
H  3.284  7.942  -7.308
H  8.466  7.933  -7.450
H  9.355  6.774  -6.453
H  8.461  8.061  -5.678

Calculated values
expectation value of S²: 2.01
maximum force: 10.16 eV Å⁻¹
spin multiplicity: 3
HOMO level (spin up / spin down): -10.4 / -11.0 eV
net charge: +1
total energy: -3581.91037 Ha
frontier orbital gap (spin up / spin down): 6.60 / 7.15 eV

These are the Löwdin partial charges, in e, on atoms 1 to 5: 0.12, 0.01, -0.35, -0.13, -0.22

=====

The following is a quantum chemistry calculation of a 7-piece molecular cluster, C37H67N10O9S overall, from the OMol25 dataset.

Atoms and positions in Å:
C  6.293  -1.789  -1.890
C  5.319  -1.155  -1.628
C  4.244  -0.398  -1.129
N  4.467  0.853  -0.735
N  3.614  1.696  -0.215
C  2.370  1.275  -0.091
C  1.409  2.259  0.506
C  0.928  3.352  -0.480
S  1.028  5.003  0.265
C  2.720  5.331  -0.047
N  3.408  4.630  -0.897
N  4.690  5.173  -0.872
C  4.660  6.144  -0.026
O  3.427  6.307  0.538
C  1.999  -0.035  -0.506
C  0.576  -0.488  -0.383
C  -0.248  0.176  -1.503
C  -1.643  -0.461  -1.673
C  -2.724  0.542  -1.270
C  -4.143  0.074  -1.589
O  -5.024  0.474  -0.535
C  -5.574  -0.632  0.154
C  -6.377  -0.149  1.329
C  2.944  -0.900  -1.018
C  2.633  -2.296  -1.432
C  2.394  -3.118  -0.148
O  3.149  -2.968  0.781
H  7.156  -2.396  -2.004
H  5.411  1.207  -0.844
H  1.939  2.753  1.314
H  0.584  1.737  0.973
H  -0.139  3.234  -0.629
H  1.448  3.334  -1.428
H  5.493  6.768  0.231
H  0.535  -1.551  -0.574
H  0.165  -0.272  0.598
H  -0.370  1.235  -1.317
H  0.322  0.071  -2.426
H  -1.780  -0.653  -2.735
H  -1.746  -1.380  -1.105
H  -2.667  0.699  -0.195
H  -2.561  1.499  -1.760
H  -4.528  0.553  -2.486
H  -4.192  -1.004  -1.739
H  -4.764  -1.276  0.513
H  -6.215  -1.216  -0.510
H  -7.027  0.674  1.051
H  -5.726  0.200  2.126
H  -6.980  -0.951  1.744
H  3.525  -2.723  -1.878
H  1.787  -2.367  -2.105
H  1.534  -3.801  -0.073
C  -0.055  -6.209  0.809
O  0.143  -5.022  0.558
N  0.509  -6.878  1.809
C  0.235  -8.285  2.051
C  1.434  -6.178  2.695
H  -0.734  -6.826  0.199
H  -0.187  -8.414  3.048
H  1.162  -8.856  1.983
H  -0.470  -8.668  1.318
H  0.927  -5.343  3.171
H  2.272  -5.792  2.108
H  1.803  -6.860  3.455
C  0.416  -4.016  5.918
O  0.411  -4.819  5.000
N  1.425  -3.170  6.177
C  1.385  -2.234  7.284
C  2.595  -3.203  5.313
H  -0.427  -3.920  6.623
H  1.467  -1.211  6.910
H  2.214  -2.428  7.967
H  0.450  -2.336  7.829
H  2.305  -2.986  4.283
H  3.047  -4.195  5.336
H  3.318  -2.466  5.650
C  -2.275  1.216  2.581
O  -1.267  1.140  1.887
N  -2.915  2.354  2.854
C  -4.104  2.396  3.688
C  -2.403  3.596  2.294
H  -2.736  0.329  3.041
H  -4.941  2.802  3.119
H  -3.924  3.029  4.558
H  -4.360  1.394  4.027
H  -2.397  3.534  1.205
H  -1.380  3.764  2.636
H  -3.031  4.425  2.606
C  1.435  7.375  -5.236
O  1.059  8.135  -6.109
N  2.647  7.408  -4.657
C  3.029  6.464  -3.626
C  3.598  8.423  -5.084
H  0.789  6.572  -4.841
H  3.276  6.993  -2.703
H  3.900  5.892  -3.952
H  2.210  5.776  -3.429
H  3.183  9.416  -4.914
H  3.802  8.317  -6.149
H  4.524  8.314  -4.524
C  -1.494  5.575  -9.609
O  -1.450  4.552  -10.267
N  -0.526  6.505  -9.567
C  -0.632  7.706  -8.752
C  0.669  6.297  -10.364
H  -2.359  5.825  -8.970
H  -0.579  8.590  -9.391
H  0.181  7.736  -8.025
H  -1.580  7.711  -8.218
H  0.405  6.218  -11.420
H  1.159  5.368  -10.068
H  1.352  7.130  -10.221
C  -2.261  -10.471  5.181
O  -1.250  -10.411  4.507
N  -2.955  -9.402  5.614
C  -4.154  -9.535  6.418
C  -2.480  -8.074  5.261
H  -2.699  -11.432  5.499
H  -5.002  -9.079  5.903
H  -4.016  -9.039  7.381
H  -4.373  -10.586  6.593
H  -2.452  -7.965  4.176
H  -1.470  -7.923  5.644
H  -3.143  -7.325  5.683

Calculated values
maximum force: 1.47 eV Å⁻¹
HOMO level: -9.9 eV
net charge: +1
total energy: -3072.60419 Ha
frontier orbital gap: 6.06 eV

These are the Löwdin partial charges, in e, on atoms 1 to 5: 0.22, -0.04, -0.14, 0.12, 0.18